Entry 1:
80
Properties=species:S:1:pos:R:3 method="wB97M-V/def2-TZVPD" orbital_gap_ha=0.23263 energy_ev=-89476.5230 total_charge=-1 molar_mass_g_mol=754.728
H -1.980 -4.073 -5.674
C -2.908 -5.949 -5.345
H -5.898 -4.613 -7.553
C -1.591 -5.464 3.048
H -2.368 -2.146 1.667
H -1.164 -3.689 0.065
C -2.087 -1.244 2.194
H -1.428 -0.064 -3.517
H 1.614 5.986 1.626
C -1.352 -1.419 3.474
C 0.781 -5.217 2.483
H -2.197 -1.665 -3.384
C -1.958 1.193 2.450
S 0.194 -1.413 -1.359
C 2.474 4.449 -1.352
H 1.619 0.317 -2.779
C 3.909 5.221 6.315
C -2.833 -4.721 -5.852
H -0.932 1.930 4.238
O -4.159 -7.942 -5.141
C -1.960 -4.743 1.810
C -1.223 1.019 3.730
C -2.363 -0.032 1.721
C 3.670 5.659 0.956
C 4.503 5.090 -0.130
H -0.021 -6.173 4.285
C 4.249 6.213 5.264
O -1.064 -2.517 3.904
C 3.950 4.528 -1.201
H -6.026 -6.924 -6.598
C 3.623 5.736 7.681
N 0.772 -1.834 -2.752
C 2.196 5.570 0.814
H -2.123 -6.369 -4.728
O -2.210 2.303 2.026
H -2.883 0.120 0.784
C -1.567 -1.029 -4.005
H 4.533 8.256 4.786
O -0.388 -3.264 -4.441
H 0.292 0.596 -0.230
H -2.787 -1.674 -5.734
C -0.941 -0.191 4.203
O 1.939 -5.425 2.782
S 0.009 -1.899 -4.139
H 4.450 5.826 4.274
C -3.932 -4.175 -6.690
H -2.444 0.123 -6.947
C -2.165 -0.843 -5.374
O 4.176 6.184 1.929
O -1.185 -1.810 -1.119
O -3.872 -3.054 -7.158
O 1.140 -1.819 -0.341
H 4.532 4.102 -2.008
C -0.870 -4.246 0.948
C 3.669 7.037 7.951
C -4.082 -6.818 -5.595
O 4.049 9.217 7.150
C 0.407 -4.463 1.260
N 1.369 0.939 -2.012
H 0.569 4.925 -0.385
C 0.222 0.387 -1.302
O 0.801 -1.213 -5.127
H -0.398 -0.347 5.127
H -0.745 0.761 -1.657
H 5.575 5.163 0.006
O 3.864 4.034 6.077
C -0.321 -5.684 3.367
H 1.113 1.825 -2.432
C 4.292 7.515 5.537
C -5.181 -6.267 -6.433
H 3.379 4.991 8.427
O 1.970 3.946 -2.329
C -5.113 -5.040 -6.940
C 4.008 8.030 6.898
C 1.641 5.006 -0.255
H 3.465 7.440 8.935
H -2.419 -5.751 3.684
H 1.211 -4.088 0.640
O -3.130 -4.526 1.555
N -1.961 0.202 -6.051

Entry 2:
19
Properties=species:S:1:pos:R:3 method="wB97M-V/def2-TZVPD" orbital_gap_ha=0.38935 e_above_lowest_kcal_mol=39.70 energy_ev=-9473.4141 smiles=CC[C@@H](O)CCO molar_mass_g_mol=104.149
C -2.111 -0.246 -0.350
H -3.469 0.760 0.671
H -1.135 1.589 0.966
H 2.150 1.100 0.800
H -0.128 0.828 -1.435
H 1.738 -1.721 -0.358
C -0.609 -0.003 -0.708
C 2.397 -0.895 -0.054
O -2.695 0.965 0.132
C 1.630 0.439 0.089
H 0.096 -0.673 1.147
H -2.662 -0.631 -1.217
H -2.239 -1.027 0.439
H 1.440 1.002 -0.959
H 2.917 -1.245 0.855
C 0.200 0.246 0.549
H -0.253 -0.930 -1.180
O -0.229 1.390 1.255
H 3.158 -0.776 -0.823

Entry 3:
53
Properties=species:S:1:pos:R:3 method="wB97M-V/def2-TZVPD" orbital_gap_ha=0.24606 e_above_lowest_kcal_mol=401.03 energy_ev=-54306.5556 molar_mass_g_mol=470.469
H 4.285 -0.064 -2.861
H 2.364 -1.791 0.981
H 0.828 0.399 2.309
N 3.860 -0.767 0.304
C 1.548 3.250 -0.273
C 4.657 -0.367 -0.794
H -1.129 -1.151 1.611
H -1.128 -3.665 1.918
C 2.820 -1.756 0.046
C 0.315 2.803 0.011
N -2.269 1.652 -0.149
C 2.721 2.641 0.090
C -1.753 -3.294 1.287
C -1.433 1.603 1.220
O 0.069 -2.242 0.142
O 4.741 1.222 1.517
C -1.145 -1.936 0.782
C 1.013 1.166 1.221
H -6.000 0.379 -2.307
O 3.178 -0.532 2.565
O -0.251 -0.390 -0.855
F -6.234 -0.161 2.143
C 1.877 -1.508 -1.165
H 3.557 -2.856 0.002
C -4.280 0.745 1.115
H -3.876 0.654 2.018
H 3.617 2.802 0.043
H 1.727 4.142 -1.090
H 5.731 -1.101 -0.775
H 5.071 0.516 -0.643
C 0.433 -1.277 -0.542
C -6.272 0.075 -0.110
F -0.830 3.800 -0.424
C -0.103 1.880 0.938
C 3.836 -0.497 -2.053
F -7.477 -0.461 -0.370
C 2.342 1.559 1.028
H -1.800 -3.927 0.300
C -5.450 0.664 -1.379
H -3.598 1.456 -2.061
C -5.555 0.141 1.099
H -1.864 -1.526 -0.033
C -3.495 1.046 0.024
H 1.801 -0.420 -2.694
H -1.830 1.699 -0.979
O -1.783 1.188 2.460
H 2.145 0.498 -1.511
H -2.620 -3.137 1.505
H 1.676 -2.401 -1.551
C 2.529 -0.518 -1.810
H 4.038 -1.574 -2.587
S 3.573 0.570 1.558
C -4.179 0.768 -1.222

Entry 4:
20
Properties=species:S:1:pos:R:3 method="wB97M-V/def2-TZVPD" orbital_gap_ha=0.28983 e_above_lowest_kcal_mol=82.71 energy_ev=-13456.3547 smiles="C[C@H]1CNNC(C=O)=C1O" molar_mass_g_mol=142.158
H -1.676 -1.127 0.503
N 1.541 0.231 -0.978
H -1.493 1.981 -0.270
H -2.303 1.303 1.181
H -0.640 -0.826 2.630
H 2.411 0.150 -1.409
C 1.289 0.004 0.356
O 3.645 -0.185 0.651
C 0.052 -0.117 0.921
H -0.403 -1.796 -1.078
C -0.699 -0.676 -1.278
C -2.042 1.081 0.114
C 2.531 -0.143 1.103
O -0.010 -0.253 2.318
H 0.453 0.211 -2.714
H 2.480 -0.149 2.197
H -2.968 0.858 -0.562
N 0.346 0.208 -1.716
C -1.115 -0.258 0.079
H -1.399 -0.496 -2.048

Entry 5:
63
Properties=species:S:1:pos:R:3 method="wB97M-V/def2-TZVPD" orbital_gap_ha=0.28114 e_above_lowest_kcal_mol=58.60 energy_ev=-42139.8861 smiles="CCN(CC)CCCN1C(=O)C(O)=C(C(=O)c2cc3cccc(OC)c3o2)[C@H]1c1ccncc1" molar_mass_g_mol=463.534
O 0.037 -2.291 2.529
H 5.346 2.775 1.145
C 3.890 1.196 0.804
C 5.682 -1.253 -1.041
C -0.034 0.974 -0.783
C 5.965 0.940 0.017
C -0.516 1.487 -1.976
O 2.481 2.861 1.669
C -5.168 -2.105 -0.491
C -1.474 3.258 -0.939
C 5.163 -0.178 -0.311
C 1.609 0.684 1.670
C 1.667 -0.631 1.962
N -4.758 -0.727 -0.290
H -4.417 0.562 1.309
H 7.436 -1.981 -1.970
O 3.908 -0.008 0.173
C -5.045 1.533 -1.203
H -6.451 0.501 0.083
H -4.590 -1.131 1.789
H 2.288 -2.330 2.392
H -1.263 3.416 1.193
H -4.332 1.293 -1.986
H -0.330 0.983 -2.915
C 0.163 1.121 1.725
H 0.534 0.056 -0.763
N -1.225 2.600 -2.056
H 8.841 -0.053 -1.401
C -1.976 -0.159 2.232
H -2.054 4.165 -1.051
C 3.652 -2.488 -1.081
C 5.106 1.818 0.730
H 3.504 -2.431 -0.001
H -2.395 -1.650 0.740
H 3.342 -3.467 -1.444
H -5.783 2.228 -1.597
C 7.019 -1.159 -1.410
H -6.221 -2.264 -0.200
H -6.299 -0.166 -1.550
H 0.026 1.893 2.494
H 3.054 -1.713 -1.569
C 7.304 1.001 -0.370
H 7.909 1.856 -0.114
N -0.541 -0.090 2.095
H -2.311 -0.007 0.104
H -3.926 -2.376 -2.225
C 2.650 1.681 1.408
H -2.198 -0.868 3.035
O 5.016 -2.372 -1.421
C -2.660 -0.612 0.941
H -4.548 -2.736 0.148
H -2.335 0.832 2.523
H -5.198 -3.595 -2.048
C -4.182 -0.464 1.014
O 2.680 -1.484 2.100
C 7.810 -0.060 -1.082
C 0.290 -1.139 2.228
H -4.508 2.024 -0.395
C -0.306 1.663 0.394
C -4.962 -2.539 -1.939
H -5.596 -1.974 -2.616
C -5.732 0.258 -0.720
C -1.039 2.838 0.310

Entry 6:
61
Properties=species:S:1:pos:R:3 method="wB97M-V/def2-TZVPD" orbital_gap_ha=0.30314 e_above_lowest_kcal_mol=0.00 energy_ev=-64409.2997 smiles="CCN(CC)CCNc1nc2c(c(=O)[nH]c(=O)n2C)n1C[C@@H](O)COc1ccc(Cl)cc1Cl" molar_mass_g_mol=499.399
C -0.013 0.308 1.185
H -3.298 -3.003 -0.315
C -2.079 -1.470 -1.169
C -2.852 2.317 0.283
H 3.452 -2.825 -2.014
H 1.497 -2.113 1.244
C -4.461 -1.380 -1.108
H -1.403 2.254 -2.097
H 1.263 -1.345 2.824
H 5.449 0.137 -1.403
H 3.878 -2.893 0.443
H 1.915 0.332 0.520
H -2.793 -1.865 2.535
C -3.632 -1.190 2.682
Cl -5.965 -2.074 -0.641
Cl -0.609 -2.288 -0.823
H 5.128 -2.016 -0.441
H -3.728 -0.949 3.742
H 1.252 0.218 -1.648
C 3.269 -1.106 1.997
C -1.836 1.457 0.763
H 3.477 -0.278 2.678
C 0.683 2.065 -1.580
H -5.353 0.340 -2.013
C -2.109 0.336 1.535
H -0.371 1.704 -3.451
O -0.779 0.252 -2.063
C 4.943 0.140 0.707
C -4.431 -0.165 -1.772
O 1.687 1.083 -1.614
N 3.847 -0.810 0.702
H 2.145 -2.072 -1.104
H -3.219 1.350 -2.643
H 1.105 2.964 -2.045
C -3.220 0.405 -2.124
H -4.888 2.478 0.484
H 3.328 -1.063 -1.940
O -5.576 0.563 1.827
H 3.675 -2.025 2.449
C -2.022 -0.223 -1.805
N 1.282 -0.022 1.230
H -0.307 3.343 -0.151
C 3.192 -1.982 -1.378
H 4.723 0.901 1.460
H -4.564 -1.634 2.337
C 0.303 2.437 -0.128
C 4.077 -1.981 -0.132
C -0.559 1.620 -2.375
N -3.375 0.009 1.914
C -4.428 0.808 1.530
H 1.222 2.630 0.434
N -0.461 1.424 0.547
C -3.281 -2.049 -0.815
N -0.988 -0.364 1.797
O -2.750 3.275 -0.471
C 5.086 0.828 -0.648
C 1.749 -1.237 1.853
H 4.124 1.218 -0.970
H 5.902 -0.336 0.981
H 5.794 1.650 -0.569
N -4.097 1.912 0.768